# C3H8S

A single C3H8S molecule (the ωB97M-V functional and the def2-TZVPD basis, the Open Molecules 2025 dataset).

```
12
Properties=species:S:1:pos:R:3:forces:R:3:lowdin_charge:R:1
C 0.761309 0.734758 1.348908 1.2 -1.1 -2.0 -0.150
C -0.030239 0.934612 0.064443 2.1 3.0 1.1 -0.655
S 0.623242 0.243723 -1.424148 -0.7 -1.9 -1.5 0.753
C -0.577471 -1.369910 -1.373637 1.3 0.8 3.1 -0.281
H 0.909483 -0.318672 1.616213 0.1 0.2 -0.2 0.081
H 0.154414 1.175568 2.049765 -1.0 1.1 2.2 0.036
H 1.708289 1.251556 1.227954 0.2 0.0 0.5 0.071
H -0.373776 2.020474 0.119945 0.4 -1.3 -1.0 0.112
H -0.802526 0.311995 0.087216 -3.9 -1.3 0.9 -0.059
H -1.329337 -1.551122 -2.118160 -0.2 0.7 -0.6 0.006
H -1.070842 -1.118504 -0.325221 0.7 -1.4 -2.4 0.052
H 0.027453 -2.314479 -1.273277 -0.4 1.2 0.0 0.033
```
Positions in Å, forces in eV/Å.

total energy: -517.2209 hartree
relative energy (zero: lowest compared OMol25 entry of this formula, charge and spin): 1.624 eV
net charge: 0
gap between HOMO and LUMO: 9.700 eV
LUMO: 1.06 eV
M: 76.16 g/mol
multiplicity: 1


# C3H8S

2 unconnected molecules or ions with the total composition C3H8S (the ωB97M-V functional and the def2-TZVPD basis, the Open Molecules 2025 dataset).

```
12
Properties=species:S:1:pos:R:3:forces:R:3:lowdin_charge:R:1
C 0.518565 0.516145 -1.071778 -0.7 -1.4 -0.4 -0.138
C 0.622162 0.486074 0.442672 0.4 0.4 -0.7 -0.278
C -0.517091 -0.389640 1.005121 0.3 0.5 2.1 -0.549
S -2.199737 -0.308040 0.235186 3.3 -2.7 -1.9 1.021
H 0.508708 -0.550353 -1.384708 0.2 0.2 -0.3 0.064
H -0.489400 0.868182 -1.412906 0.9 0.3 0.2 0.071
H 1.345696 0.987364 -1.592694 -0.1 0.2 0.0 0.092
H 0.581203 1.533275 0.783588 -0.1 -0.6 0.4 0.125
H 1.587924 -0.004977 0.769501 -1.1 0.7 -0.2 0.148
H -0.196192 -1.434392 0.991760 -0.3 0.1 -0.2 0.078
H -0.620152 -0.116767 2.063509 -0.4 0.0 -0.2 0.087
H -1.141687 -1.586873 -0.829254 -2.6 2.4 1.2 0.279
```
Positions in Å, forces in eV/Å.

total energy: -516.8442 hartree
relative energy (zero: lowest compared OMol25 entry of this formula, charge and spin): 3.219 eV
net charge: +1
gap between HOMO and LUMO (spin up / spin down): 9.103 / 7.371 eV
LUMO (spin up / spin down): -7.30 / -8.92 eV
M: 76.16 g/mol
multiplicity: 2